Formula: C13H20FNO3
Source: the OMol25 dataset
Level of theory: ωB97M-V/def2-TZVPD

As for the spin multiplicity: 1. The calculation puts the energy relative to the best compared isomer or geometry (same formula, charge and spin) at 4.99 kcal per mole. As for the largest force on an atom: 0.0148 Eh/bohr. Its charge is 0. The value obtained for the total energy is -887.65952 a.u. The molar mass is 257.3 u. The value obtained for the LUMO energy is 0.82 eV. For the orbital gap, the calculation gives 9.4 eV.

Last column: Löwdin charge in e.
Positions of all 38 atoms, in Å:
C: -1.651 1.713 3.582  -0.103
O: -1.442 0.934 2.428  -0.233
C: -2.232 1.311 1.316  -0.221
C: -1.721 2.539 0.554  -0.154
C: -0.346 2.312 -0.070  -0.227
N: 0.710 2.438 0.924  -0.048
C: 1.996 1.896 0.522  -0.169
C: 2.366 0.552 1.185  -0.345
O: 3.620 0.102 0.740  -0.012
C: 1.290 -0.522 0.959  -0.131
O: 1.167 -0.712 -0.439  -0.033
C: 0.119 -1.426 -0.911  -0.213
C: -0.832 -2.086 -0.140  -0.019
C: -1.871 -2.774 -0.747  -0.089
C: -1.984 -2.825 -2.123  -0.093
C: -1.044 -2.178 -2.911  -0.010
C: -0.015 -1.493 -2.304  -0.200
F: 0.898 -0.855 -3.070  0.076
H: -1.345 2.754 3.438  0.087
H: -1.043 1.266 4.367  0.092
H: -2.705 1.690 3.882  0.091
H: -2.222 0.441 0.651  0.116
H: -3.268 1.484 1.644  0.121
H: -2.443 2.756 -0.235  0.115
H: -1.671 3.404 1.216  0.108
H: -0.162 3.077 -0.833  0.119
H: -0.346 1.335 -0.579  0.109
H: 0.416 2.006 1.792  0.084
H: 2.779 2.616 0.790  0.119
H: 2.015 1.771 -0.565  0.124
H: 2.472 0.699 2.266  0.155
H: 3.535 -0.118 -0.197  0.098
H: 0.342 -0.199 1.401  0.105
H: 1.609 -1.458 1.437  0.144
H: -0.766 -2.067 0.936  0.113
H: -2.597 -3.278 -0.127  0.104
H: -2.794 -3.364 -2.587  0.102
H: -1.099 -2.196 -3.988  0.119